# 1
The following is a quantum chemistry calculation of a 2-piece molecular cluster, C12H24F3NO4 overall, from OMol25.

Each line ends with the Mulliken charge.
CARTESIAN COORDINATES (ANGSTROEM)
C  1.577  0.895  -2.651  -0.833
H  1.574  -2.951  -3.381  0.335
O  0.689  -1.358  -2.416  -0.135
H  -0.866  -0.899  -0.141  0.318
O  -1.642  -0.341  5.917  -0.309
H  -0.410  2.815  -3.715  0.306
H  2.695  -0.939  -2.620  0.425
H  -1.089  -2.086  -4.121  0.299
F  -2.186  0.530  8.355  -0.243
H  1.962  0.556  -0.279  0.482
C  1.523  1.079  -4.170  -1.149
F  -3.366  2.189  7.583  -0.234
H  2.143  0.335  -4.654  0.379
C  0.812  -2.194  -3.558  -0.546
C  -2.273  0.824  5.995  0.342
F  -4.084  0.146  7.348  -0.250
H  0.687  1.263  -2.152  0.408
H  1.971  2.038  -4.410  0.420
H  -0.243  0.041  -4.913  0.052
H  -1.735  2.167  -4.699  0.405
O  1.156  -1.305  0.121  -0.427
C  -0.943  -0.601  4.684  -0.251
H  2.405  1.492  -2.279  0.380
H  -1.254  1.385  -3.195  0.278
C  2.032  -0.480  -0.603  -0.896
H  -0.291  -1.117  1.516  0.099
C  0.416  0.066  4.682  -1.073
H  0.032  0.380  0.651  0.325
H  -1.551  -0.281  3.840  0.346
H  -0.823  -3.187  -2.982  0.289
N  -0.446  -2.828  -3.857  -0.733
C  1.807  -0.522  -2.152  0.395
C  -0.894  1.912  -4.071  -1.291
H  0.968  -0.198  3.781  0.325
H  1.114  -1.628  -4.434  0.369
H  3.039  -0.809  -0.365  0.319
C  -2.988  0.929  7.354  0.880
C  -0.044  -0.702  0.544  -0.606
C  0.135  1.052  -4.800  -0.089
H  0.320  1.151  4.720  0.314
H  -0.835  -1.682  4.631  0.332
H  0.233  1.434  -5.812  0.423
O  -2.326  1.672  5.153  -0.507
H  0.995  -0.246  5.552  0.330

Summary:
multiplicity = 1
E = -30665.07319 eV
gap between HOMO and LUMO = 0.3779 Ha
LUMO level = 0.7 eV
highest occupied orbital energy = -9.58 eV
charge = 0
max |F| = 0.013 Eh/bohr


# 2
The following is a quantum chemistry calculation of a 3-piece molecular cluster, C4H16NO2 overall in a non-equilibrium geometry, from OMol25.

Each line ends with the Mulliken charge.
CARTESIAN COORDINATES (ANGSTROEM)
O  1.186  -0.799  -2.796  -0.623
H  -1.736  0.662  0.398  0.473
H  -2.012  1.843  2.239  0.403
H  0.728  -1.636  -2.987  0.330
C  1.193  0.802  1.473  -1.687
O  -0.539  -4.028  -0.670  -0.634
H  -0.801  2.808  3.031  0.353
H  -0.550  0.315  -1.897  0.419
H  -1.305  -4.230  -0.133  0.320
H  -0.094  -4.836  -0.920  0.325
H  0.389  2.636  0.902  0.309
C  -0.896  1.219  -0.009  -1.187
H  1.571  1.335  2.344  0.442
H  0.031  -0.511  -0.623  0.386
C  -0.938  1.882  2.466  -1.499
H  -0.855  1.161  3.294  0.375
H  2.091  -1.093  -2.921  0.305
H  -1.299  2.118  -0.474  0.361
C  -0.078  1.714  1.272  0.849
N  -0.092  0.424  -1.003  -0.212
H  1.926  0.919  0.680  0.546
H  0.782  0.940  -0.969  0.304
H  0.962  -0.245  1.650  0.340

Summary:
multiplicity = 1
E = -9985.85379 eV
gap between HOMO and LUMO = 0.4254 Ha
energy relative to the best compared isomer or geometry (same formula, charge and spin) = 1.5275 eV
LUMO level = -3.2 eV
highest occupied orbital energy = -14.73 eV
charge = +1
max |F| = 0.078 Eh/bohr


# 3
The following is a quantum chemistry calculation of one molecule with the formula C23H25N5O4, from OMol25.

Each line ends with the Mulliken charge.
CARTESIAN COORDINATES (ANGSTROEM)
H  4.005  3.614  1.485  0.392
O  -0.540  -3.185  0.905  -0.652
C  -2.487  -0.957  0.942  0.481
H  2.999  -3.099  -3.439  0.372
H  -2.611  -2.949  0.168  0.579
H  -0.885  -0.253  1.989  0.328
H  -6.473  2.967  0.564  0.250
C  3.385  1.588  1.144  0.702
H  2.298  0.973  -1.881  0.520
C  -3.140  0.260  1.084  -0.151
C  -0.641  -1.478  -2.202  -0.755
C  -5.041  -0.597  -0.110  -0.530
H  2.162  3.621  0.185  0.231
H  -1.461  -2.171  -2.305  0.375
H  3.796  -2.557  1.976  0.352
H  -6.304  1.844  -0.807  0.354
O  3.035  -1.382  -2.271  -0.470
N  -1.198  -1.059  1.468  -0.131
H  -6.028  -0.484  -0.526  0.448
C  4.352  2.718  0.969  -1.532
C  0.660  -1.944  -2.306  -0.722
H  -1.919  0.199  -1.838  0.384
N  3.828  0.522  1.785  -0.631
C  -3.115  -2.005  0.273  -0.765
C  1.460  0.299  -1.948  0.409
H  3.118  -2.019  3.521  0.383
C  -0.902  -0.149  -1.944  -0.441
O  0.240  4.228  -0.987  -0.721
C  2.072  1.644  0.648  -0.622
C  -4.418  0.448  0.564  0.304
C  1.718  -1.051  -2.185  0.328
H  0.218  0.602  0.546  0.322
H  5.309  2.424  1.389  0.374
H  4.484  2.955  -0.086  0.349
H  2.993  -3.370  -1.674  0.351
C  3.702  -1.709  2.655  -1.546
C  1.233  0.564  0.895  0.279
C  1.729  -0.570  1.532  0.266
C  0.571  3.066  -0.844  0.169
H  1.575  -2.572  1.776  0.316
H  4.462  -2.765  -2.480  0.261
N  1.661  2.774  -0.054  -0.016
C  0.158  0.745  -1.788  -0.180
H  -4.869  -2.617  -0.765  0.389
C  -6.252  1.939  0.283  -0.903
H  4.697  -1.418  2.980  0.386
C  3.374  -2.733  -2.478  -0.944
N  -0.142  2.072  -1.461  0.028
N  0.995  -1.745  1.706  -0.040
C  3.065  -0.540  1.966  0.672
H  -6.989  1.272  0.742  0.365
H  -1.010  2.424  -1.845  0.283
C  -0.292  -2.066  1.297  0.151
C  -4.379  -1.808  -0.244  -0.861
O  -4.954  1.684  0.764  -0.419
H  0.828  -2.994  -2.479  0.441
H  -2.672  1.087  1.598  0.437

Summary:
multiplicity = 1
E = -39898.81610 eV
gap between HOMO and LUMO = 0.3237 Ha
energy relative to the best compared isomer or geometry (same formula, charge and spin) = 0.1521 eV
LUMO level = 0.6 eV
highest occupied orbital energy = -8.17 eV
charge = 0
max |F| = 0.016 Eh/bohr


# 4
The following is a quantum chemistry calculation of an isolated ion of composition C19H16N3O2 and charge -1 in a non-equilibrium geometry, from OMol25.

Each line ends with the Mulliken charge.
CARTESIAN COORDINATES (ANGSTROEM)
C  2.754  -3.434  1.090  -0.479
H  -0.557  1.685  -1.978  0.574
C  -3.879  0.619  -1.376  -0.640
C  2.068  -0.847  0.318  0.329
N  1.975  0.518  0.018  0.130
H  3.428  1.677  -0.953  0.398
C  3.276  1.146  -0.008  -0.383
H  -0.485  0.237  1.164  0.545
H  -2.284  1.604  -2.540  0.445
O  3.338  1.555  2.267  -0.707
H  -5.816  -0.221  -1.993  0.276
H  0.651  -3.847  1.021  0.395
C  3.408  -1.211  0.490  0.497
C  1.060  -1.803  0.454  -0.790
H  0.032  -1.561  0.240  0.711
O  2.904  3.307  0.809  -0.754
C  -1.958  3.251  -1.670  0.442
H  1.065  2.251  -0.554  0.711
N  -1.524  1.775  -1.818  0.337
H  -6.004  -1.652  0.074  0.365
C  -4.139  -0.956  0.937  -0.672
H  -3.886  1.221  -2.307  0.167
N  -2.165  4.395  -1.584  -0.521
H  4.871  -0.150  -0.743  0.245
C  0.843  1.258  -0.110  -0.983
H  -4.198  -1.570  1.842  0.344
H  -2.297  -0.092  1.535  0.370
C  3.775  -2.496  0.899  -0.707
H  4.989  0.197  1.030  0.334
C  1.412  -3.089  0.866  -0.694
C  3.215  2.148  1.188  0.496
C  -1.533  1.137  -0.605  -0.420
C  4.284  -0.019  0.198  -0.696
H  4.846  -2.695  1.061  0.361
H  3.034  -4.435  1.407  0.339
C  -2.825  0.589  -0.434  1.805
C  -3.045  -0.121  0.762  -0.519
C  -5.024  -0.214  -1.193  -0.780
C  -0.471  0.854  0.237  -1.392
C  -5.138  -1.011  -0.043  -0.480

Summary:
multiplicity = 1
E = -28523.67510 eV
gap between HOMO and LUMO = 0.1852 Ha
LUMO level = 2.2 eV
highest occupied orbital energy = -2.84 eV
charge = -1
max |F| = 0.108 Eh/bohr


Q: The highest max |F| belongs to which entry?
A: C19H16N3O2


Q: The highest E belongs to which entry?
A: C4H16NO2